1.
{
  "formula": "C8H7F",
  "method": "the ωB97M-V functional and the def2-TZVPD basis",
  "de_lowest_ev": 0.396,
  "e_tot_ha": -408.7671,
  "smiles": "C#C[C@H]1C=CC=C(F)C1",
  "largest_force_ha_per_bohr": 0.08780,
  "elements": ["H", "H", "H", "C", "C", "C", "H", "C", "H", "C", "H", "C", "C", "C", "H", "F"],
  "coordinates": [[4.156, -1.355, -0.470], [-0.688, 2.732, -0.303], [0.432, -0.342, 1.392], [-1.868, -0.389, 0.044], [-1.885, 0.952, -0.009], [-0.556, -1.182, -0.157], [1.303, 1.829, -0.087], [3.261, -0.933, -0.129], [-2.920, 1.514, 0.020], [0.482, 1.151, 0.047], [-0.456, -2.183, 0.455], [0.674, -0.319, 0.363], [-0.701, 1.733, -0.047], [2.089, -0.664, 0.053], [-0.419, -1.330, -1.176], [-2.906, -1.215, 0.005]],
  "nbo_charge": [0.23, 0.22, 0.24, 0.43, -0.33, -0.44, 0.21, -0.23, 0.23, -0.13, 0.23, -0.34, -0.24, 0.00, 0.22, -0.31]
}


2.
{
  "formula": "C8H7N2O3",
  "method": "the ωB97M-V functional and the def2-TZVPD basis",
  "charge": 1,
  "multiplicity": 3,
  "e_tot_ha": -643.8024,
  "s_squared": 2.221,
  "largest_force_ha_per_bohr": 0.08146,
  "elements": ["H", "C", "C", "C", "C", "N", "N", "O", "H", "O", "H", "C", "O", "C", "C", "C", "H", "H", "H", "H"],
  "coordinates": [[1.748, -2.379, 0.232], [0.864, -0.686, 0.088], [0.800, 2.146, 0.023], [-3.002, -0.553, -0.076], [-0.452, -0.043, 0.024], [-3.370, 0.772, 0.168], [-1.461, 2.186, -0.172], [3.170, 2.065, 0.109], [3.114, 3.031, 0.092], [-4.438, 1.267, 0.194], [-1.334, -1.911, -0.061], [2.014, 0.043, 0.089], [0.851, -2.016, 0.164], [-1.536, -0.847, -0.029], [-0.463, 1.444, -0.019], [1.990, 1.469, 0.052], [-3.532, -1.224, 0.627], [-3.385, -0.858, -1.069], [2.984, -0.430, 0.141], [0.761, 3.226, -0.003]],
  "mulliken_spin": [0.00, 0.09, 0.39, 0.01, -0.02, 0.10, 1.13, 0.03, 0.00, 0.03, 0.01, 0.09, 0.03, 0.03, 0.01, 0.06, 0.00, 0.01, 0.01, -0.01]
}


3.
{
  "formula": "C8H7N3O2",
  "method": "the ωB97M-V functional and the def2-TZVPD basis",
  "de_lowest_ev": 7.272,
  "e_tot_ha": -623.4919,
  "largest_force_ha_per_bohr": 0.09264,
  "elements": ["C", "C", "H", "H", "O", "C", "H", "C", "C", "C", "C", "H", "N", "N", "N", "C", "O", "H", "H", "H"],
  "coordinates": [[0.058, -2.268, -2.916], [-0.451, -1.180, -2.018], [-0.659, 3.046, -0.486], [0.863, -1.668, -3.662], [1.754, 2.579, 2.655], [0.885, -1.330, 2.731], [-0.277, -2.096, -0.179], [-0.097, 1.769, 1.179], [-0.743, 2.071, -0.052], [-0.624, -1.249, -0.685], [-0.159, 0.549, 1.603], [0.627, -3.012, -2.345], [0.427, -0.356, 2.294], [-0.903, -0.076, -0.095], [-1.183, 1.022, -0.664], [0.678, 3.030, 2.401], [-0.105, 3.862, 2.630], [1.411, -1.920, 3.447], [-0.815, -2.549, -3.461], [-0.687, -0.224, -2.376]],
  "nbo_charge": [-0.64, -0.17, 0.23, 0.22, -0.67, 0.27, 0.20, -0.13, -0.10, -0.09, 0.11, 0.22, -0.18, -0.18, -0.12, 0.92, -0.61, 0.27, 0.23, 0.21]
}